[1]
{"formula": "C43H45N9", "method": "wB97M-V/def2-TZVPD", "symbols": ["N", "N", "N", "N", "N", "N", "N", "N", "N", "C", "C", "C", "C", "C", "C", "C", "C", "C", "C", "C", "C", "C", "C", "C", "C", "C", "C", "C", "C", "C", "C", "C", "C", "C", "C", "C", "C", "C", "C", "C", "C", "C", "C", "C", "C", "C", "C", "C", "C", "C", "C", "C", "H", "H", "H", "H", "H", "H", "H", "H", "H", "H", "H", "H", "H", "H", "H", "H", "H", "H", "H", "H", "H", "H", "H", "H", "H", "H", "H", "H", "H", "H", "H", "H", "H", "H", "H", "H", "H", "H", "H", "H", "H", "H", "H", "H", "H"], "xyz": [[2.95, -3.75, 2.79], [0.49, -1.11, -1.21], [2.15, 6.51, 1.64], [0.62, -3.80, -2.27], [2.89, 0.17, 4.09], [-2.65, 5.37, -1.79], [-6.97, 0.33, 0.36], [-4.48, 1.14, 3.07], [4.69, -1.72, -3.30], [-6.43, 0.57, -2.01], [1.70, -4.09, 2.44], [2.05, 5.79, 0.48], [1.83, 1.58, 1.89], [1.07, 1.02, -1.56], [-4.39, -0.07, 3.65], [3.67, -3.58, 1.61], [2.93, -3.87, 0.55], [1.10, 6.55, 2.53], [-0.05, 5.84, 2.34], [2.72, 2.20, 2.75], [0.92, 5.14, 0.20], [-0.26, 0.97, -1.23], [0.44, -6.15, -2.60], [3.17, 1.45, 3.86], [-5.15, -1.04, -0.72], [6.41, -3.86, -2.70], [-3.68, 3.50, -0.67], [6.03, -3.55, -4.06], [-2.20, 0.82, 2.20], [5.05, -1.98, -2.04], [1.71, -4.18, 1.08], [-7.19, 0.87, -0.87], [2.07, -0.42, 3.17], [-5.95, -0.62, 0.40], [5.93, -3.03, -1.73], [1.71, -3.78, -3.10], [1.54, -6.11, -3.48], [-3.44, 1.47, 2.20], [-0.18, 5.18, 1.09], [1.56, 0.22, 2.04], [-4.18, 4.34, 0.32], [-3.23, -0.88, 3.56], [0.04, -5.02, -1.97], [-2.98, 4.04, -1.70], [-3.01, 6.15, -0.75], [5.20, -2.45, -4.31], [-2.12, -0.39, 2.83], [-0.58, -0.36, -1.09], [2.20, -4.92, -3.73], [-3.78, 5.68, 0.35], [-5.37, -0.35, -1.92], [1.51, -0.27, -1.50], [-1.22, -0.99, 2.88], [0.55, -2.11, -1.11], [-7.94, 1.63, -1.04], [-3.44, 2.49, 1.86], [0.99, -0.32, 1.30], [6.27, -4.28, -4.82], [2.54, -0.61, -1.55], [0.94, -4.18, 3.20], [0.82, 4.45, -0.62], [-0.93, 1.81, -1.15], [-5.29, -0.39, 4.14], [-3.92, 2.44, -0.69], [-2.58, 7.14, -0.72], [-2.76, 3.39, -2.54], [4.69, -3.21, 1.66], [4.64, -1.38, -1.24], [1.27, 7.23, 3.35], [-1.39, 1.30, 1.67], [6.04, -3.34, -0.70], [-4.92, 3.89, 0.97], [1.62, 1.94, -1.63], [7.08, -4.66, -2.45], [-0.89, 5.78, 3.02], [-6.55, 1.15, -2.91], [1.89, -1.46, 3.37], [-0.90, -5.06, -1.44], [1.89, -7.06, -3.88], [-1.59, -0.72, -0.96], [3.23, -3.83, -0.49], [2.89, 3.27, 2.76], [0.81, -4.28, 0.49], [3.08, -4.88, -4.36], [-4.00, 6.27, 1.22], [4.88, -2.25, -5.33], [2.05, -2.77, -3.29], [2.96, 5.62, -0.09], [-4.82, -0.68, -2.79], [0.05, -7.14, -2.49], [-3.15, -1.77, 4.18], [-5.92, -1.16, 1.33], [3.71, 1.92, 4.67], [3.36, -3.56, 3.70], [-4.38, -1.79, -0.61], [-1.04, 4.55, 0.93], [1.33, 2.05, 1.06]], "lowdin_spin": [0.000, 0.000, 0.013, 0.000, 0.000, 0.249, 0.001, 0.007, 0.000, 0.001, 0.000, 0.001, 0.000, 0.001, 0.001, 0.000, 0.000, 0.009, 0.008, 0.000, 0.008, 0.005, 0.000, 0.000, 0.001, 0.000, 0.075, 0.000, 0.004, 0.000, 0.000, 0.002, 0.000, 0.002, 0.000, 0.000, 0.000, 0.012, 0.011, 0.000, 0.243, 0.006, 0.000, 0.095, 0.079, 0.000, 0.005, 0.001, 0.000, 0.093, 0.001, 0.000, 0.000, 0.000, 0.001, 0.010, 0.000, 0.000, 0.000, 0.000, 0.001, 0.006, 0.000, 0.003, 0.006, 0.007, 0.000, 0.000, 0.000, 0.000, 0.000, 0.024, 0.000, 0.000, 0.000, 0.001, 0.000, 0.000, 0.000, 0.000, 0.000, 0.000, 0.000, 0.000, 0.004, 0.000, 0.000, 0.000, 0.000, 0.000, 0.001, 0.000, 0.000, 0.000, 0.000, 0.002, 0.000], "e_lumo_ha": [0.0656, 0.0656], "total_charge": -1, "e_homo_ev": [0.1, -4.5], "multiplicity": 2, "homo_lumo_gap_ev": [1.6, 6.3], "s_squared": 0.7600}

---

[2]
{"formula": "C43H46ClFN3O5PS2Y", "method": "wB97M-V/def2-TZVPD", "symbols": ["Y", "Cl", "S", "S", "P", "F", "O", "O", "O", "O", "O", "N", "N", "N", "C", "C", "C", "C", "C", "C", "C", "C", "C", "C", "C", "C", "C", "C", "C", "C", "C", "C", "C", "C", "C", "C", "C", "C", "C", "C", "C", "C", "C", "C", "C", "C", "C", "C", "C", "C", "C", "C", "C", "C", "C", "C", "C", "H", "H", "H", "H", "H", "H", "H", "H", "H", "H", "H", "H", "H", "H", "H", "H", "H", "H", "H", "H", "H", "H", "H", "H", "H", "H", "H", "H", "H", "H", "H", "H", "H", "H", "H", "H", "H", "H", "H", "H", "H", "H", "H", "H", "H", "H"], "xyz": [[1.56, 0.93, 1.49], [-0.56, 2.13, 3.02], [4.92, 0.43, 0.58], [3.24, 0.89, 4.49], [0.15, 3.05, 0.00], [-0.61, -2.37, -4.33], [-0.38, -1.90, 4.02], [3.42, 0.53, 0.27], [1.01, -0.60, 2.86], [0.47, -0.55, 0.15], [3.07, 1.52, 3.07], [-1.84, -4.87, -3.97], [-2.72, -6.69, -5.57], [-1.37, -4.17, 0.81], [-2.09, 5.80, 2.97], [2.37, 4.57, -0.51], [3.16, 5.48, -1.20], [0.98, 0.58, 5.91], [-0.95, -3.41, 1.82], [5.57, -0.49, -0.80], [-0.12, 1.02, 6.63], [-3.59, -5.27, 1.00], [-3.56, -5.45, -5.61], [0.69, 4.71, -2.22], [0.63, 3.31, 6.41], [-1.26, -6.37, -5.76], [4.63, 1.78, 5.15], [-0.29, 2.38, 6.88], [-0.73, 1.71, -2.24], [-3.22, -4.59, -4.39], [-1.68, 1.18, -3.10], [2.71, 6.00, -2.41], [-3.03, 1.27, -2.79], [1.90, 1.52, 5.46], [-0.53, -2.50, -0.72], [1.48, 5.61, -2.92], [-0.07, -1.68, 0.39], [1.13, 4.18, -1.01], [-1.81, 6.24, 1.68], [-2.49, 2.46, -0.77], [-1.17, -3.73, -0.50], [-3.43, 1.90, -1.63], [-2.08, -5.43, 1.10], [1.74, 2.88, 5.69], [-0.73, 4.13, 1.17], [-1.02, 3.73, 2.47], [-0.30, -2.21, 1.69], [-1.13, 2.37, -1.08], [-0.96, -5.01, -5.13], [0.11, -1.54, 2.97], [-1.69, 4.53, 3.37], [-1.39, -4.07, -2.89], [-0.33, -2.06, -2.03], [-0.76, -2.82, -3.08], [-1.14, 5.42, 0.79], [5.58, 2.03, 0.17], [-1.59, -4.50, -1.60], [-3.37, -3.53, -4.66], [2.45, 3.61, 5.31], [-1.13, -3.78, 2.82], [4.48, 2.85, 5.05], [-1.10, -4.21, -5.86], [-1.36, 0.70, -4.02], [-1.14, 2.72, 7.46], [1.13, 6.02, -3.86], [-3.32, -4.94, -6.55], [-4.61, -5.72, -5.63], [4.75, 1.49, 6.19], [-3.94, -4.53, 1.72], [0.15, -1.11, -2.21], [-4.48, 1.99, -1.39], [-3.90, -4.96, 0.01], [0.33, 1.65, -2.49], [-2.12, 7.23, 1.37], [5.51, 1.47, 4.58], [5.23, 2.31, -0.83], [5.27, -0.01, -1.72], [-3.89, -4.82, -3.56], [2.71, 4.17, 0.45], [-2.61, 6.44, 3.66], [-2.07, -5.46, -1.46], [-0.91, 5.77, -0.21], [-1.70, -6.20, 0.44], [0.08, -4.99, -4.82], [-4.07, -6.22, 1.23], [-0.84, 0.30, 6.99], [-1.80, -5.71, 2.12], [6.66, 1.98, 0.21], [-3.03, -7.36, -6.27], [-3.77, 0.86, -3.47], [5.17, -1.50, -0.73], [6.66, -0.52, -0.70], [-2.84, -7.13, -4.65], [-1.05, -6.38, -6.83], [-1.90, 4.17, 4.37], [5.21, 2.73, 0.92], [-2.81, 2.97, 0.13], [-0.28, 4.41, -2.62], [4.11, 5.79, -0.80], [3.32, 6.71, -2.95], [0.50, 4.36, 6.61], [-0.69, -7.17, -5.28], [1.11, -0.47, 5.69]], "lowdin_charge": [1.349, 0.778, 0.927, 1.025, 1.025, 0.087, 0.100, -0.654, -0.217, -0.129, -0.663, -0.104, 0.068, -0.008, -0.036, -0.110, -0.066, -0.086, 0.061, -0.224, -0.046, -0.048, -0.074, -0.083, -0.065, -0.063, -0.209, -0.052, -0.122, -0.117, -0.078, -0.051, -0.064, -0.424, -0.034, -0.049, -0.253, -0.387, -0.037, -0.063, -0.101, -0.055, -0.163, -0.082, -0.387, -0.598, -0.013, -0.372, -0.138, -0.556, -0.085, -0.154, 0.093, -0.188, -0.053, -0.224, 0.081, 0.141, 0.113, 0.159, 0.061, 0.129, 0.109, 0.119, 0.118, 0.142, 0.144, 0.083, 0.090, 0.127, 0.115, 0.069, 0.114, 0.122, 0.064, 0.073, 0.074, 0.132, 0.091, 0.124, 0.122, 0.114, 0.121, 0.146, 0.092, 0.123, 0.130, 0.077, 0.191, 0.111, 0.067, 0.077, 0.184, 0.143, 0.111, 0.057, 0.109, 0.111, 0.112, 0.118, 0.118, 0.140, 0.106], "e_lumo_ha": -0.2458, "e_above_lowest_kj_mol": 0.0, "total_charge": 3, "e_homo_ev": -14.8, "homo_lumo_gap_ev": 8.1}

---

[3]
{"formula": "C43H46LiO19S", "method": "wB97M-V/def2-TZVPD", "symbols": ["S", "O", "O", "O", "O", "O", "O", "O", "O", "O", "O", "O", "O", "O", "O", "O", "O", "O", "O", "O", "C", "C", "C", "C", "C", "C", "C", "C", "C", "C", "C", "C", "C", "C", "C", "C", "C", "C", "C", "C", "C", "C", "C", "C", "C", "C", "C", "C", "C", "C", "C", "C", "C", "C", "C", "C", "C", "C", "C", "C", "C", "C", "C", "Li", "H", "H", "H", "H", "H", "H", "H", "H", "H", "H", "H", "H", "H", "H", "H", "H", "H", "H", "H", "H", "H", "H", "H", "H", "H", "H", "H", "H", "H", "H", "H", "H", "H", "H", "H", "H", "H", "H", "H", "H", "H", "H", "H", "H", "H", "H"], "xyz": [[3.95, 29.62, 17.71], [3.62, 28.19, 17.88], [7.37, 28.85, 15.65], [9.62, 33.03, 16.16], [2.47, 25.86, 17.15], [5.34, 32.27, 19.62], [2.60, 21.65, 20.72], [4.38, 29.82, 21.54], [2.77, 30.81, 14.86], [4.54, 29.96, 18.99], [2.69, 30.25, 17.40], [5.68, 26.75, 17.31], [-2.57, 28.64, 21.68], [2.28, 37.66, 17.27], [1.33, 26.98, 11.14], [4.82, 29.72, 16.58], [1.43, 25.88, 24.17], [10.49, 27.38, 19.87], [0.21, 29.88, 16.94], [1.96, 32.44, 19.08], [-1.82, 28.81, 20.46], [2.22, 26.76, 23.54], [9.16, 26.18, 18.25], [7.94, 26.11, 17.62], [7.65, 33.92, 17.18], [2.24, 36.33, 17.63], [2.67, 22.70, 19.88], [1.95, 28.66, 14.42], [9.30, 27.20, 19.25], [0.23, 29.45, 19.26], [2.33, 29.95, 13.90], [2.37, 30.15, 12.49], [8.70, 28.64, 15.10], [6.36, 32.46, 18.64], [6.79, 26.78, 18.10], [-0.38, 29.14, 20.56], [7.28, 31.47, 18.50], [3.41, 23.89, 20.10], [1.53, 27.69, 13.42], [1.64, 27.88, 12.09], [6.63, 33.68, 18.04], [1.95, 29.16, 11.56], [3.12, 35.29, 17.03], [2.44, 24.90, 18.03], [2.07, 33.69, 18.55], [2.82, 27.84, 24.30], [3.35, 24.95, 19.09], [3.50, 28.82, 23.59], [3.69, 28.81, 22.13], [8.42, 31.72, 17.66], [2.38, 26.68, 22.11], [1.61, 23.70, 17.87], [1.27, 34.63, 18.94], [6.86, 27.52, 19.30], [-1.86, 29.67, 18.15], [8.61, 32.94, 17.00], [-0.49, 29.58, 18.13], [-2.52, 29.22, 19.35], [1.73, 22.64, 18.82], [3.12, 27.64, 21.36], [3.09, 33.99, 17.60], [8.10, 27.85, 19.82], [1.21, 35.86, 18.45], [5.87, 30.25, 15.15], [8.20, 28.52, 20.60], [7.82, 34.88, 16.59], [2.64, 30.61, 15.78], [2.88, 31.01, 12.15], [8.93, 27.51, 14.83], [2.46, 27.99, 25.20], [7.74, 25.57, 16.65], [4.08, 25.74, 19.01], [7.46, 30.50, 19.00], [3.92, 35.80, 16.50], [1.82, 28.40, 15.39], [2.41, 31.65, 18.60], [2.90, 26.76, 17.44], [4.94, 27.19, 17.72], [8.88, 30.86, 17.61], [0.93, 21.92, 19.02], [-2.00, 28.29, 22.26], [3.84, 33.25, 17.21], [9.21, 29.32, 15.76], [1.72, 26.73, 10.30], [1.32, 29.71, 19.31], [0.51, 34.50, 19.81], [4.57, 29.87, 20.40], [3.33, 27.32, 20.36], [4.97, 31.34, 19.69], [2.94, 20.86, 20.45], [2.33, 29.11, 10.49], [3.98, 29.66, 24.11], [10.06, 25.58, 18.12], [0.16, 28.97, 21.41], [0.93, 23.55, 17.16], [7.40, 28.31, 16.27], [1.13, 30.01, 17.16], [1.59, 38.31, 17.65], [2.01, 25.85, 21.75], [6.13, 34.72, 18.07], [-3.67, 29.27, 19.46], [1.06, 25.17, 23.70], [6.02, 28.10, 19.85], [10.35, 27.79, 20.69], [1.25, 26.78, 13.75], [3.94, 23.99, 20.93], [8.52, 29.02, 14.03], [9.57, 33.50, 15.25], [-2.55, 29.68, 17.24], [0.77, 36.74, 18.83]], "lowdin_charge": [0.333, -0.340, -0.130, 0.014, 0.038, -0.015, 0.038, -0.071, 0.014, -0.310, -0.338, 0.027, 0.019, -0.019, 0.021, -0.352, 0.044, 0.043, 0.018, 0.024, -0.254, -0.303, -0.025, -0.051, -0.059, -0.295, -0.349, 0.072, -0.287, 0.000, -0.278, -0.021, -0.069, -0.282, -0.320, 0.074, 0.009, 0.030, 0.013, -0.379, -0.045, -0.018, 0.002, -0.336, -0.346, -0.025, -0.002, -0.024, -0.270, 0.012, -0.027, 0.036, -0.086, -0.008, -0.015, -0.383, -0.323, -0.057, -0.025, 0.027, 0.013, -0.011, -0.065, 0.763, 0.085, 0.139, 0.008, 0.084, 0.134, 0.051, 0.138, 0.088, 0.117, 0.092, 0.069, 0.093, 0.096, 0.005, 0.040, 0.115, 0.004, 0.118, 0.071, 0.105, 0.117, 0.168, 0.108, 0.064, 0.049, 0.053, 0.124, 0.107, 0.111, 0.058, 0.046, -0.104, -0.005, 0.141, 0.038, 0.146, 0.136, 0.078, 0.142, 0.074, 0.077, 0.060, 0.096, 0.165, 0.135, 0.095], "e_lumo_ha": 0.0339, "e_above_lowest_kj_mol": 137.7, "total_charge": -1, "e_homo_ev": -4.8, "homo_lumo_gap_ev": 5.7}

---

[4]
{"formula": "C43H47AuN5P2SSi2", "method": "wB97M-V/def2-TZVPD", "symbols": ["Au", "S", "P", "P", "Si", "Si", "N", "N", "N", "N", "N", "C", "C", "C", "C", "C", "C", "C", "C", "C", "C", "C", "C", "C", "C", "C", "C", "C", "C", "C", "C", "C", "C", "C", "C", "C", "C", "C", "C", "C", "C", "C", "C", "C", "C", "C", "C", "C", "C", "C", "C", "C", "C", "C", "H", "H", "H", "H", "H", "H", "H", "H", "H", "H", "H", "H", "H", "H", "H", "H", "H", "H", "H", "H", "H", "H", "H", "H", "H", "H", "H", "H", "H", "H", "H", "H", "H", "H", "H", "H", "H", "H", "H", "H", "H", "H", "H", "H", "H", "H", "H"], "xyz": [[-0.45, 0.84, -0.56], [1.03, 0.48, 3.17], [-1.65, -1.54, -0.15], [1.26, -0.92, -1.72], [2.62, 1.84, -2.00], [-3.79, 0.59, 0.40], [0.50, 1.43, 2.00], [-0.54, 2.97, -0.09], [0.92, 3.44, 3.22], [-2.17, -0.03, 0.23], [1.34, 0.71, -1.61], [-0.84, 5.72, 0.17], [-0.14, 3.58, 1.07], [-0.31, 4.99, 1.19], [-1.22, 5.08, -1.01], [3.72, -2.28, -1.52], [2.48, 3.09, 6.51], [2.67, -1.64, -0.86], [-2.66, -2.69, -2.46], [2.13, 0.90, 5.61], [-1.43, -1.79, 2.60], [-1.10, -3.82, 1.35], [-4.57, -4.15, -2.54], [-4.71, -4.06, -1.16], [-1.01, -3.86, 3.75], [3.23, 2.59, -0.41], [4.99, -2.31, 0.53], [-1.26, -2.50, 3.79], [0.43, 2.80, 2.11], [1.93, 3.67, 5.39], [1.28, -1.60, -3.39], [-2.78, -2.61, -1.07], [-3.55, -3.47, -3.18], [1.93, 3.17, -3.10], [1.09, -3.52, -4.84], [0.93, -2.67, -5.93], [-0.92, -4.52, 2.53], [1.58, 1.48, 4.45], [3.99, 0.94, -2.88], [2.79, -1.34, 0.50], [-1.37, -2.45, 1.38], [1.11, -0.76, -4.49], [-3.63, 2.35, 1.00], [1.47, 2.87, 4.34], [-4.70, -0.40, 1.71], [3.94, -1.68, 1.20], [-4.69, 0.51, -1.22], [4.87, -2.61, -0.82], [-0.40, -1.07, -1.24], [-3.81, -3.30, -0.42], [2.58, 1.70, 6.63], [1.26, -2.98, -3.57], [-1.07, 3.72, -1.07], [0.93, -1.29, -5.76], [1.36, -3.64, -2.72], [-1.65, -0.73, 2.61], [-4.57, 2.68, 1.46], [2.71, 3.90, -3.34], [4.03, -1.45, 2.25], [1.11, 0.31, -4.33], [2.40, 3.01, 0.16], [-3.45, -3.54, -4.26], [5.90, -2.56, 1.06], [1.85, 4.75, 5.31], [-1.32, -1.98, 4.74], [1.57, 2.76, -4.05], [4.74, 0.55, -2.18], [-4.80, -0.52, -1.56], [4.50, 1.62, -3.57], [-4.66, 0.12, 2.67], [-3.91, -3.25, 0.65], [-4.14, 1.06, -2.00], [-1.86, -2.15, -2.95], [-5.75, -0.52, 1.44], [2.83, 3.73, 7.32], [-0.89, -4.41, 4.68], [0.90, 4.45, 3.21], [-2.84, 2.43, 1.75], [-4.28, -1.40, 1.85], [5.69, -3.10, -1.33], [-5.50, -4.60, -0.65], [1.09, -4.59, -4.99], [3.01, 1.26, 7.51], [3.65, -2.51, -2.57], [-1.65, 5.62, -1.85], [-3.40, 3.05, 0.19], [1.11, 3.71, -2.62], [-5.26, -4.76, -3.11], [0.78, -3.09, -6.92], [0.79, -0.64, -6.61], [3.74, 1.85, 0.21], [-1.04, -4.34, 0.40], [-0.71, -5.58, 2.51], [1.98, -0.83, 1.00], [3.94, 3.41, -0.62], [-0.06, 5.51, 2.11], [-0.96, 6.79, 0.28], [2.21, -0.18, 5.67], [3.62, 0.10, -3.47], [-5.69, 0.95, -1.15], [-1.38, 3.17, -1.96]], "lowdin_spin": [0.006, 0.366, 0.000, 0.000, 0.000, 0.000, 0.399, 0.136, 0.194, 0.001, 0.002, 0.021, 0.080, 0.080, 0.117, 0.000, 0.053, 0.000, 0.000, 0.022, 0.003, 0.000, 0.000, 0.000, 0.000, 0.002, 0.000, 0.002, 0.265, 0.016, 0.000, 0.000, 0.000, 0.000, 0.000, 0.000, 0.001, 0.091, 0.000, 0.003, 0.000, 0.000, 0.000, 0.071, 0.000, 0.001, 0.000, 0.000, -0.003, 0.000, 0.045, 0.000, 0.002, 0.000, 0.000, 0.002, 0.000, 0.000, 0.001, 0.000, 0.001, 0.000, 0.000, -0.001, 0.001, 0.000, 0.000, 0.000, 0.000, 0.000, 0.000, 0.000, 0.000, 0.000, 0.002, 0.000, 0.005, 0.000, 0.000, 0.000, 0.000, 0.000, 0.002, 0.000, 0.007, 0.000, 0.000, 0.000, 0.000, 0.000, 0.000, 0.000, 0.000, 0.003, 0.000, 0.006, -0.001, -0.001, 0.000, 0.000, -0.002], "e_lumo_ha": [-0.0826, -0.1614], "e_above_lowest_kj_mol": 55.0, "total_charge": 1, "e_homo_ev": [-8.5, -10.0], "multiplicity": 3, "homo_lumo_gap_ev": [6.3, 5.6], "s_squared": 2.0230}